Model i:
{
  "formula": "C3H10N5",
  "method": "wB97M-V/def2-TZVPD",
  "smiles": "N[C@@H]1C=CN[N@H+](N)N1",
  "total_charge": 1,
  "elements": ["C", "C", "C", "N", "N", "N", "N", "N", "H", "H", "H", "H", "H", "H", "H", "H", "H", "H"],
  "xyz": [[1.2242, -1.2042, 0.2137], [0.1477, -1.8862, -0.1119], [1.1891, 0.3316, 0.3660], [-1.1717, -1.1956, -0.1675], [-0.0363, 0.7876, -0.2498], [2.3201, 0.9058, -0.1245], [-2.4517, 0.7807, 0.0605], [-1.1172, 0.1438, 0.3516], [2.2426, -1.6589, 0.3635], [0.1541, -2.8829, -0.4700], [1.0854, 0.4672, 1.5085], [-1.5642, -1.1881, -1.1066], [-0.1153, 1.8649, -0.1609], [3.1545, 0.5021, 0.2156], [2.4055, 0.9819, -1.0861], [-2.5329, 0.6475, -0.8877], [-3.0243, 0.2077, 0.7095], [-1.0682, 0.1772, 1.3434]]
}


Model ii:
{
  "formula": "C3H10N5",
  "method": "wB97M-V/def2-TZVPD",
  "total_charge": 1,
  "elements": ["C", "C", "C", "N", "N", "N", "N", "N", "H", "H", "H", "H", "H", "H", "H", "H", "H", "H"],
  "xyz": [[-0.0413, -0.2973, 0.2463], [-0.0077, -1.6960, -0.2263], [-2.2304, 0.6401, -0.5500], [1.6814, -0.7770, 1.7055], [-0.6933, 1.6864, 0.9277], [0.1885, 1.2252, 1.8788], [-1.0776, 0.6828, 0.0869], [0.7468, -0.0221, 1.3167], [1.0242, 0.3436, -1.4289], [-0.8186, -2.0629, -0.9451], [-0.1422, -2.3712, 0.6056], [0.9539, -1.9785, -0.7072], [1.7198, 0.4095, -1.8294], [-2.3023, -0.1360, -1.4399], [-2.8370, 1.5630, -0.8100], [2.4305, -0.6076, 2.4014], [-1.2572, 2.5859, 1.1124], [0.8717, 1.8417, 2.2820]]
}


Model iii:
{
  "formula": "C3H10N5",
  "method": "wB97M-V/def2-TZVPD",
  "total_charge": 1,
  "elements": ["C", "C", "C", "N", "N", "N", "N", "N", "H", "H", "H", "H", "H", "H", "H", "H", "H", "H"],
  "xyz": [[1.9005, 0.9963, 0.2616], [0.9657, -2.0669, 0.2470], [0.7797, 3.0419, -0.4526], [1.1482, -0.5546, 0.3930], [0.0035, -0.2669, -0.0968], [-0.2076, 0.9087, -0.4150], [0.9004, 1.6563, -0.1657], [-2.1708, -1.4158, 0.1781], [1.6596, -2.5701, 1.0711], [1.0127, -2.4098, -0.8388], [0.0051, -2.1230, 0.6542], [-0.3123, 3.4660, -0.3616], [1.4625, 3.6207, 0.2641], [1.1495, 3.1950, -1.5334], [-1.1199, -0.9927, 0.1349], [-2.6059, -0.5865, -0.0811], [-2.2246, -1.6592, 1.1647], [-2.3462, -2.2395, -0.4238]]
}


It comes down to model i, which is 174.5 kJ/mol more stable than the next structure.